1.
This record from the Open Molecules 2025 dataset describes an isolated molecule of C2H3N3O3. The level of theory is ωB97M-V with the def2-TZVPD basis set.

SMILES: O/N=C1\ON=CNO1
orbital gap: 9.62 eV
relative energy (zero: lowest compared OMol25 entry of this formula, charge and spin): 6.243 eV
electronic energy: -467.7349 Ha
lowest unoccupied orbital energy: 0.002 Ha

ORCA input file:
```
! wB97M-V def2-TZVPD RIJCOSX def2/J DEFGRID3
* xyz 0 1
O -1.2174 -2.3600 -0.6390
N 0.0615 -1.6755 -1.0944
C 0.2340 -0.6900 -0.2883
O -0.8065 -0.5235 0.6724
N -0.7141 0.7824 1.3421
C 0.0154 1.7069 0.8533
N 0.9101 1.3070 -0.1680
O 1.3965 -0.2117 -0.0935
H -1.5658 -2.9339 -1.4376
H -0.1265 2.8849 0.9753
H 1.8128 1.7133 -0.1223
*
```

2.
This record from the Open Molecules 2025 dataset describes an isolated molecule of C2H3N3O3. The level of theory is ωB97M-V with the def2-TZVPD basis set.

SMILES: Nn1oc(O)nc1=O
orbital gap: 10.14 eV
relative energy (zero: lowest compared OMol25 entry of this formula, charge and spin): 2.770 eV
electronic energy: -467.8625 Ha
lowest unoccupied orbital energy: -0.003 Ha

ORCA input file:
```
! wB97M-V def2-TZVPD RIJCOSX def2/J DEFGRID3
* xyz 0 1
N 1.9459 0.2815 0.0518
N 0.8051 -0.3059 -0.4547
O 0.2352 -1.0763 0.6008
C -0.9393 -0.5904 0.5788
O -1.8187 -1.1813 1.1469
N -1.0497 0.6315 0.1098
C 0.0244 0.8080 -0.7282
O 0.3518 1.6279 -1.5829
H 2.9101 0.1901 -0.5561
H 1.9273 1.1471 0.3482
H -1.4038 -1.8550 1.8373
*
```

3.
This record from the Open Molecules 2025 dataset describes a cluster of 2 separate species, C2H3N3OS in total. The level of theory is ωB97M-V with the def2-TZVPD basis set.

orbital gap (spin up / spin down): 8.49 / 8.49 eV
relative energy (zero: lowest compared OMol25 entry of this formula, charge and spin): 2.961 eV
electronic energy: -715.5874 Ha
lowest unoccupied orbital energy (spin up / spin down): -0.004 / -0.004 Ha

ORCA input file:
```
! wB97M-V def2-TZVPD RIJCOSX def2/J DEFGRID3
* xyz 0 1
C 0.1911 0.0085 -0.3630
C 2.3796 0.9305 -0.0753
N 0.3036 -1.1625 -0.0755
N 1.0350 -2.1680 -0.0487
N -0.6743 0.8581 0.2570
O 1.9187 2.0201 -0.0759
S 3.3564 -0.2982 -0.0049
H 0.7227 -2.9767 -0.5623
H -1.0099 1.7193 -0.1983
H -0.2212 1.1392 1.1021
*
```

4.
This record from the Open Molecules 2025 dataset describes an isolated molecule of C2H3N3OS. The level of theory is ωB97M-V with the def2-TZVPD basis set.

SMILES: [H]/N=c1\ncn(S)o1
orbital gap: 9.51 eV
relative energy (zero: lowest compared OMol25 entry of this formula, charge and spin): 1.974 eV
electronic energy: -715.6237 Ha
lowest unoccupied orbital energy: 0.006 Ha

ORCA input file:
```
! wB97M-V def2-TZVPD RIJCOSX def2/J DEFGRID3
* xyz 0 1
H 2.7984 -0.7924 1.0881
N 2.1493 -0.0303 1.1688
C 1.1106 -0.0922 0.4350
N 0.6928 -1.0436 -0.5487
C -0.4075 -0.5672 -1.0146
N -0.7238 0.7258 -0.5581
S -2.3093 1.2700 -0.1996
O 0.2803 1.0373 0.4216
H -1.0789 -1.0801 -1.7073
H -2.5119 0.5728 0.9149
*
```

no.,F_max (eV/Å)
1,7.11
2,9.47
3,3.33
4,2.11